Entry from the Open Molecules 2025 dataset: a molecular structure, C32H42N5O7SSbTa (ωB97M-V/def2-TZVPD).

Element x y z (Å)
Ta (-0.475, -0.156, -0.020)
Sb (-2.988, -1.763, 0.849)
S (-2.746, 0.901, -0.937)
O (-0.085, -3.955, 2.408)
O (-0.723, -1.809, -1.364)
O (-1.396, 2.874, 2.155)
O (-1.097, 0.725, 1.612)
O (0.226, 1.701, -0.463)
O (-0.343, 0.000, -2.478)
O (0.333, -1.590, 1.052)
N (1.627, -0.275, -0.765)
N (-1.600, 2.833, -2.339)
N (1.505, 0.992, 1.891)
N (2.231, 0.903, -1.185)
N (-3.007, 1.341, -3.502)
C (-3.136, -3.644, 1.853)
C (0.750, 1.882, 2.522)
C (1.447, 5.642, -0.876)
C (-1.292, 3.858, -3.330)
C (1.431, 1.888, -0.962)
C (2.552, -4.922, 0.060)
C (1.076, 4.325, -0.646)
C (3.379, 1.773, 3.136)
C (0.851, -3.868, 1.419)
C (-0.499, -2.064, -3.734)
C (2.386, -1.316, -0.819)
C (1.584, -4.982, 1.061)
C (2.559, 5.927, -1.656)
C (-2.386, 1.777, -2.407)
C (2.950, 3.576, -1.970)
C (-0.522, -1.232, -2.497)
C (-2.755, 1.647, -4.908)
C (-2.835, -4.824, 0.940)
C (-4.472, -2.109, -0.656)
C (-4.145, -0.563, 2.182)
C (1.825, 3.288, -1.199)
C (2.581, 2.695, 3.793)
C (1.232, 2.763, 3.474)
C (-3.610, -0.607, 3.609)
C (2.797, 0.946, 2.183)
C (-0.691, 1.909, 2.096)
C (1.045, -2.662, 0.730)
C (2.808, -3.726, -0.570)
C (0.243, -3.214, 3.590)
C (2.050, -2.589, -0.250)
C (-3.946, -2.484, -2.035)
C (3.312, 4.893, -2.200)
H (4.437, 1.695, 3.346)
H (0.224, 4.107, -0.011)
H (2.845, 6.955, -1.836)
H (-4.766, -2.651, -2.737)
H (3.360, -1.187, -1.282)
H (-4.181, 0.052, 4.265)
H (-1.017, 4.759, -2.787)
H (-1.819, -4.770, 0.544)
H (-3.526, -4.865, 0.095)
H (-2.163, 4.080, -3.937)
H (-2.925, -5.769, 1.478)
H (0.280, -2.821, -3.631)
H (0.870, 6.444, -0.435)
H (-5.172, -0.931, 2.131)
H (1.194, -3.560, 4.000)
H (1.389, -5.906, 1.593)
H (-0.549, -3.415, 4.307)
H (3.589, -3.650, -1.316)
H (-3.343, -3.394, -2.008)
H (3.002, 3.354, 4.540)
H (-1.129, 2.910, -1.446)
H (3.117, -5.807, -0.198)
H (-4.142, 0.456, 1.793)
H (-2.566, -0.290, 3.653)
H (-3.669, -1.613, 4.031)
H (-1.714, 1.903, -5.060)
H (-3.645, 0.585, -3.315)
H (-0.453, 3.574, -3.965)
H (3.392, 0.221, 1.636)
H (-3.314, -1.688, -2.434)
H (-2.961, 0.748, -5.484)
H (-0.315, -1.454, -4.613)
H (-5.129, -2.888, -0.261)
H (4.183, 5.115, -2.802)
H (-3.394, 2.449, -5.276)
H (0.565, 3.475, 3.940)
H (-2.476, -3.635, 2.718)
H (0.293, -2.145, 3.381)
H (-1.449, -2.592, -3.826)
H (-4.168, -3.669, 2.214)
H (-5.057, -1.189, -0.699)
H (3.529, 2.764, -2.388)

DFT total energy in eV: -74573.162
E_LUMO in eV: -3.006
Net charge: +1
Maximum force in eV Å⁻¹: 0.86
E_HOMO in eV: -10.62
Kohn-Sham gap in eV: 7.61
Relative energy (zero: lowest compared OMol25 entry of this formula, charge and spin) in kJ/mol: 32.5

Atomic partial charges in e from the Mulliken method, atoms 1 to 8: number 1, Ta, carries 0.382; number 2, Sb, carries 0.455; number 3, S, carries -0.391; number 4, O, carries -0.362; number 5, O, carries -0.407; number 6, O, carries -0.627; number 7, O, carries 0.342; number 8, O, carries 0.249


Entry from the Open Molecules 2025 dataset: C30H35N3O2S in the gas phase (ωB97M-V/def2-TZVPD).

Element x y z (Å)
S (2.158, -3.961, -0.965)
O (2.865, -1.091, 2.246)
O (-4.406, -1.927, -1.261)
N (0.471, 1.941, 0.080)
N (-3.258, -2.119, 0.700)
N (2.257, -0.762, 0.096)
C (-3.925, 1.241, -1.388)
C (1.284, -0.265, -0.856)
C (3.403, -1.518, -0.400)
C (-0.420, -3.235, -1.394)
C (-1.691, -2.822, -1.049)
C (-2.001, -2.568, 0.285)
C (4.937, 2.367, -1.855)
C (-5.346, 2.482, 0.635)
C (4.620, 1.511, 0.755)
C (0.909, 0.214, 1.891)
C (4.742, -0.896, 0.053)
C (-1.018, -2.765, 1.257)
C (2.103, -0.598, 1.431)
C (4.771, 3.296, -0.841)
C (-4.047, 2.058, 0.857)
C (-5.529, -1.370, 0.786)
C (-0.936, 2.166, -0.128)
C (-4.361, -1.831, -0.058)
C (4.942, 1.015, -1.563)
C (0.926, 1.683, 1.421)
C (0.249, -3.191, 0.910)
C (-1.913, 0.986, 0.094)
C (0.562, -3.407, -0.424)
C (4.781, 0.572, -0.256)
C (4.616, 2.865, 0.465)
C (-5.224, 1.659, -1.611)
C (-5.938, 2.280, -0.600)
C (-3.324, 1.430, -0.151)
C (1.226, 1.273, -0.946)
C (3.338, -2.986, 0.028)
H (4.766, 4.352, -1.068)
H (-3.351, -1.996, 1.699)
H (5.545, -1.414, -0.475)
H (-3.377, 0.747, -2.177)
H (-0.177, -3.428, -2.427)
H (3.102, -3.072, 1.085)
H (1.550, -0.657, -1.839)
H (4.500, 1.174, 1.775)
H (0.937, 0.197, 2.983)
H (5.077, 0.295, -2.358)
H (0.294, -0.658, -0.607)
H (4.860, -1.057, 1.124)
H (0.985, -3.344, 1.683)
H (2.252, 1.655, -0.911)
H (-6.391, -1.218, 0.143)
H (3.363, -1.473, -1.493)
H (-5.284, -0.426, 1.269)
H (5.065, 2.698, -2.875)
H (-1.821, 0.637, 1.124)
H (-1.235, 2.979, 0.543)
H (0.303, 2.273, 2.098)
H (-3.590, 2.211, 1.825)
H (-2.445, -2.688, -1.806)
H (-1.253, -2.593, 2.299)
H (-0.003, -0.286, 1.565)
H (-5.682, 1.495, -2.575)
H (4.491, 3.585, 1.261)
H (-5.897, 2.966, 1.428)
H (-1.667, 0.169, -0.585)
H (-6.954, 2.605, -0.772)
H (0.795, 1.545, -1.911)
H (-5.770, -2.110, 1.546)
H (4.295, -3.470, -0.161)
H (-1.062, 2.526, -1.153)
H (1.954, 2.056, 1.498)

DFT total energy in eV: -51080.517
E_LUMO in eV: 0.551
SMILES: CC(=O)Nc1ccc(SC[C@H](Cc2ccccc2)N2CCN(CCc3ccccc3)CCC2=O)cc1
Net charge: 0
Maximum force in eV Å⁻¹: 0.63
E_HOMO in eV: -7.88
Kohn-Sham gap in eV: 8.43
Relative energy (zero: lowest compared OMol25 entry of this formula, charge and spin) in kJ/mol: 0.0

Atomic partial charges in e from the natural (NBO) method, atoms 1 to 8: number 1, S, carries 0.228; number 2, O, carries -0.664; number 3, O, carries -0.606; number 4, N, carries -0.461; number 5, N, carries -0.633; number 6, N, carries -0.478; number 7, C, carries -0.151; number 8, C, carries -0.241


Entry from the Open Molecules 2025 dataset: 2 unconnected molecules or ions with the total composition C3H12N2S (ωB97M-V/def2-TZVPD).

Element x y z (Å)
S (-0.775, 1.370, 0.136)
N (-1.556, -3.243, -0.756)
N (0.487, -2.281, 0.089)
C (-0.009, 3.012, 0.099)
C (0.893, 3.276, 1.306)
C (-0.122, -3.286, -0.771)
H (0.025, -1.385, 0.111)
H (0.313, 3.430, 2.214)
H (1.617, 2.480, 1.410)
H (0.202, -3.187, -1.821)
H (-0.072, 0.819, -0.854)
H (-0.826, 3.722, 0.060)
H (1.484, -2.177, -0.044)
H (-1.939, -2.466, -1.280)
H (-1.902, -3.203, 0.196)
H (0.560, 3.212, -0.811)
H (1.460, 4.195, 1.150)
H (0.159, -4.288, -0.433)

DFT total energy in eV: -17120.650
E_LUMO in eV: 0.819
SMILES: CCS.NCN
Net charge: 0
Maximum force in eV Å⁻¹: 0.71
E_HOMO in eV: -9.01
Kohn-Sham gap in eV: 9.83
Relative energy (zero: lowest compared OMol25 entry of this formula, charge and spin) in kJ/mol: 18.9

Atomic partial charges in e from the natural (NBO) method, atoms 1 to 8: number 1, S, carries -0.055; number 2, N, carries -0.835; number 3, N, carries -0.876; number 4, C, carries -0.520; number 5, C, carries -0.613; number 6, C, carries -0.042; number 7, H, carries 0.361; number 8, H, carries 0.211


Entry from the Open Molecules 2025 dataset: a molecular structure, C20H27FeN8 in a non-equilibrium geometry (ωB97M-V/def2-TZVPD).

Element x y z (Å)
Fe (2.944, 6.066, 14.100)
N (5.709, 5.761, 14.769)
N (4.806, 5.728, 13.727)
N (3.941, 4.504, 15.717)
N (2.871, 5.936, 12.094)
N (4.171, 3.503, 17.766)
N (1.096, 5.538, 14.896)
N (3.325, 7.653, 15.476)
N (-0.678, 9.598, 14.799)
C (3.122, 6.481, 9.387)
C (1.373, 9.057, 16.235)
C (7.128, 5.714, 17.287)
C (7.718, 5.848, 18.610)
C (5.162, 5.780, 12.442)
C (2.395, 7.894, 16.581)
C (1.955, 6.103, 9.938)
C (1.808, 6.004, 11.314)
C (5.257, 4.414, 18.154)
C (5.804, 5.158, 17.134)
C (4.264, 6.591, 10.188)
C (4.098, 6.168, 11.562)
C (7.096, 5.089, 19.584)
C (5.909, 4.471, 19.369)
C (0.554, 6.145, 16.151)
C (3.572, 3.650, 16.602)
C (-0.387, 7.242, 15.765)
C (5.127, 5.135, 15.804)
C (1.636, 6.611, 17.131)
C (0.324, 8.489, 15.254)
H (3.199, 6.692, 8.313)
H (0.708, 9.374, 17.138)
H (-1.247, 6.856, 15.148)
H (-0.146, 5.432, 16.657)
H (1.922, 9.965, 15.756)
H (5.427, 3.929, 20.214)
H (2.826, 2.852, 16.310)
H (0.860, 8.207, 14.326)
H (-1.384, 9.295, 14.110)
H (4.285, 7.520, 15.893)
H (1.100, 4.453, 14.857)
H (3.442, 8.493, 14.859)
H (7.485, 4.994, 20.583)
H (1.121, 5.897, 9.279)
H (-1.124, 10.155, 15.573)
H (7.577, 6.104, 16.430)
H (5.267, 6.899, 9.784)
H (8.622, 6.497, 18.748)
H (6.221, 5.651, 12.146)
H (2.441, 5.867, 17.267)
H (0.815, 6.307, 11.835)
H (-0.156, 10.380, 14.299)
H (1.123, 6.849, 18.084)
H (-0.835, 7.492, 16.685)
H (3.950, 2.717, 18.349)
H (0.388, 5.783, 14.187)
H (3.001, 8.298, 17.438)

2S+1: 5
DFT total energy in eV: -67457.372
E_LUMO (alpha / beta) in eV: -11.107 / -9.482
Net charge: +3
Maximum force in eV Å⁻¹: 3.79
E_HOMO (alpha / beta) in eV: -13.95 / -16.46
Kohn-Sham gap (alpha / beta) in eV: 2.85 / 6.97
Relative energy (zero: lowest compared OMol25 entry of this formula, charge and spin) in kJ/mol: 325.2

Atomic partial charges in e from the natural (NBO) method, atoms 1 to 8: number 1, Fe, carries 1.515; number 2, N, carries -0.240; number 3, N, carries -0.395; number 4, N, carries -0.649; number 5, N, carries -0.628; number 6, N, carries -0.496; number 7, N, carries -0.931; number 8, N, carries -0.922


Entry from the Open Molecules 2025 dataset: ClFHOPS in the gas phase in a non-equilibrium geometry (ωB97M-V/def2-TZVPD).

Element x y z (Å)
Cl (1.404, -1.198, -1.002)
S (0.167, 1.931, -0.880)
P (0.260, 0.133, -0.183)
F (0.672, 0.155, 1.513)
O (-1.144, -0.653, -0.160)
H (-1.359, -0.368, 0.711)

DFT total energy in eV: -37429.947
E_LUMO in eV: 0.213
SMILES: O[P@](F)(=S)Cl
Net charge: 0
Maximum force in eV Å⁻¹: 3.67
E_HOMO in eV: -9.96
Kohn-Sham gap in eV: 10.17
Relative energy (zero: lowest compared OMol25 entry of this formula, charge and spin) in kJ/mol: 68.9

Need the natural (NBO) charges? In units of e they are: number 1, Cl, carries -0.171; number 2, S, carries -0.464; number 3, P, carries 1.636; number 4, F, carries -0.568; number 5, O, carries -0.931; number 6, H, carries 0.498